No. 1
Molecular formula: C5H7N
Method: DFT, the ωB97M-V functional and the def2-TZVPD basis

CARTESIAN COORDINATES (ANGSTROEM)
C  2.424  -1.387  -1.030
C  1.368  -0.830  -0.867
C  0.173  -0.173  -0.363
C  0.010  1.296  -0.697
N  -0.522  -0.910  0.408
C  -1.505  -0.358  1.301
H  3.348  -1.916  -1.123
H  0.211  1.459  -1.761
H  0.733  1.897  -0.132
H  -0.994  1.668  -0.477
H  -1.106  -0.559  2.300
H  -1.691  0.720  1.217
H  -2.448  -0.908  1.225

Kohn-Sham gap: 10.4 eV
Net charge: 0
SMILES: C#C/C(C)=N/C
Energy: -6785.8799 eV
HOMO level: -9.42 eV

Atom charges from the Löwdin analysis, given in e for atoms 1 to 5: 0.1222, -0.0819, -0.3909, -0.0385, 0.0265

***

No. 2
Molecular formula: C17H36O3
Method: DFT, the ωB97M-V functional and the def2-TZVPD basis

CARTESIAN COORDINATES (ANGSTROEM)
C  4.707  -1.567  1.827
C  3.460  -1.718  0.731
O  2.688  -0.472  0.612
C  1.392  -0.545  1.303
C  0.150  0.142  0.416
C  0.044  1.754  0.680
C  1.457  2.572  0.710
C  1.996  3.043  -0.801
O  3.380  2.511  -1.006
C  0.474  -0.059  -1.213
C  0.473  -1.629  -1.682
C  -0.999  -2.349  -1.714
C  -1.417  -2.868  -0.192
C  -2.176  -1.496  -2.473
C  -3.023  -0.470  -1.518
C  -4.297  -1.148  -0.729
C  -4.849  -0.520  0.535
C  -6.103  -1.195  1.406
C  -4.288  0.927  1.146
H  4.295  -1.246  2.877
H  5.433  -0.749  1.390
H  5.212  -2.627  1.930
H  2.814  -2.686  0.898
H  4.005  -1.875  -0.319
H  1.423  0.086  2.316
H  1.049  -1.621  1.610
H  -0.584  2.199  -0.233
H  -0.619  1.975  1.638
H  2.325  2.074  1.315
H  1.230  3.605  1.267
H  1.340  2.577  -1.651
H  2.055  4.222  -0.880
H  3.616  2.687  -1.971
H  -0.364  0.526  -1.825
H  1.497  0.403  -1.538
H  0.935  -1.655  -2.774
H  1.208  -2.218  -0.985
H  -0.860  -3.351  -2.348
H  -2.374  -3.573  -0.303
H  -0.545  -3.596  0.152
H  -1.631  -1.998  0.561
H  -1.801  -0.898  -3.432
H  -2.955  -2.289  -2.891
H  -2.389  0.126  -0.736
H  -3.493  0.350  -2.247
H  -4.796  -2.148  -1.132
H  -5.932  -0.981  2.555
H  -7.084  -0.635  1.102
H  -6.159  -2.356  1.270
H  -4.995  1.311  2.007
H  -4.196  1.763  0.328
H  -3.195  0.793  1.603
O  5.703  4.103  0.768
H  6.450  4.375  0.177
H  5.056  3.524  0.291
H  5.256  4.891  1.172

Kohn-Sham gap: 2.1 eV
Net charge: 0
Energy: -24339.5898 eV
HOMO level: -4.35 eV

Atom charges from the Löwdin analysis, given in e for atoms 1 to 5: -0.1152, -0.2696, -0.2546, -0.2321, -0.2205

***

No. 3
Molecular formula: C31H33AsF6N8O3RbSSbSe
Method: DFT, the ωB97M-V functional and the def2-TZVPD basis

CARTESIAN COORDINATES (ANGSTROEM)
Rb  -5.549  -15.422  16.989
N  -1.344  -7.596  13.798
C  -1.971  -8.803  13.923
C  -2.875  -9.060  14.982
C  -3.700  -10.159  14.881
C  -3.592  -11.070  13.799
C  -2.669  -10.808  12.755
C  -1.764  -9.785  12.950
S  -4.566  -12.620  13.740
O  -4.434  -13.246  12.502
O  -5.896  -12.196  14.197
N  -3.962  -13.450  14.994
C  -2.832  -14.241  14.922
N  -2.673  -15.157  15.922
C  -1.817  -16.137  15.738
C  -1.082  -16.232  14.558
C  -1.242  -15.184  13.637
N  -1.982  -14.130  13.867
H  -1.505  -6.882  14.515
H  -0.495  -7.554  13.311
H  -3.059  -8.377  15.827
H  -4.452  -10.375  15.592
H  -2.635  -11.504  11.910
H  -0.894  -9.725  12.271
H  -1.896  -16.918  16.484
H  -0.461  -17.117  14.278
H  -0.701  -15.170  12.706
C  -6.806  -21.422  13.942
Sb  -5.377  -20.062  14.823
C  -3.352  -20.649  14.256
C  -5.446  -20.819  16.776
H  -6.367  -22.408  13.697
H  -7.200  -21.022  13.005
H  -7.627  -21.529  14.683
H  -3.376  -21.668  13.842
H  -2.811  -20.788  15.207
H  -2.829  -19.946  13.587
H  -6.221  -21.640  16.779
H  -5.584  -20.028  17.569
H  -4.419  -21.248  16.950
F  -4.309  -17.488  18.577
As  -4.798  -16.818  20.261
F  -3.778  -15.335  19.869
F  -6.149  -16.076  19.354
F  -5.276  -16.107  21.769
F  -5.878  -18.219  20.509
F  -3.369  -17.601  21.072
N  -12.569  -19.655  19.838
C  -11.699  -19.104  19.252
C  -10.664  -18.445  18.599
C  -10.657  -18.280  17.190
C  -9.532  -17.664  16.660
N  -8.545  -17.233  17.441
C  -8.478  -17.483  18.718
C  -9.586  -18.023  19.400
H  -11.487  -18.600  16.538
H  -9.458  -17.439  15.557
H  -7.627  -17.277  19.287
H  -9.739  -17.930  20.458
N  -7.696  -10.307  15.147
C  -8.542  -10.894  16.075
O  -9.793  -10.860  15.966
C  -7.962  -11.450  17.314
C  -8.719  -11.472  18.493
C  -8.222  -12.136  19.623
C  -7.031  -12.848  19.485
N  -6.306  -12.790  18.390
C  -6.647  -11.993  17.378
H  -8.273  -9.850  14.416
H  -7.043  -10.971  14.687
H  -9.690  -10.982  18.495
H  -8.818  -12.033  20.552
H  -6.680  -13.513  20.250
H  -5.907  -11.822  16.597
Se  -8.160  -16.835  12.077
C  -9.346  -16.663  10.646
C  -10.434  -17.558  10.594
C  -11.358  -17.521  9.528
C  -11.031  -16.798  8.399
C  -9.899  -15.917  8.404
C  -9.080  -15.830  9.542
H  -10.576  -18.120  11.499
H  -12.332  -18.049  9.529
H  -11.731  -16.783  7.532
H  -9.609  -15.416  7.476
H  -8.212  -15.177  9.503

2S+1: 2
Kohn-Sham gap (spin up / spin down): 6.9 / 5.0 eV
Net charge: -1
Energy: -211267.2860 eV
HOMO level (spin up / spin down): -5.34 / -5.34 eV

Atom charges from the Löwdin analysis, given in e for atoms 1 to 5: 0.7701, 0.0918, -0.3406, -0.0338, -0.0642

***

No. 4
Molecular formula: CH8O2
Method: DFT, the ωB97M-V functional and the def2-TZVPD basis

CARTESIAN COORDINATES (ANGSTROEM)
C  -1.386  -0.022  -1.443
H  -1.843  -0.513  -0.595
H  -0.954  0.974  -1.308
H  -2.001  0.013  -2.332
H  -0.437  -0.529  -1.670
O  1.885  -0.966  1.162
H  1.642  -1.311  0.296
H  1.367  -1.488  1.778
O  0.587  1.651  1.264
H  1.322  1.070  1.410
H  -0.183  1.122  1.437

Kohn-Sham gap: 11.6 eV
Net charge: 0
SMILES: C.O.O
Energy: -5261.5452 eV
HOMO level: -11.06 eV

Atom charges from the Löwdin analysis, given in e for atoms 1 to 5: -0.0507, 0.0135, 0.0182, 0.0112, 0.0119

***

No. 5
Molecular formula: C27H27CoI2N5
Method: DFT, the ωB97M-V functional and the def2-TZVPD basis

CARTESIAN COORDINATES (ANGSTROEM)
Co  -0.369  0.205  0.285
C  -1.579  -0.949  2.921
C  -2.671  0.118  2.847
C  -2.200  1.484  2.442
C  -2.731  2.598  3.090
C  -2.341  3.869  2.712
C  -1.394  3.996  1.705
C  -0.904  2.847  1.112
N  -1.315  1.620  1.450
N  -1.108  -1.422  1.613
C  0.113  -2.233  1.766
C  1.311  -1.371  2.059
C  2.432  -1.845  2.729
C  3.477  -0.973  2.988
C  3.348  0.357  2.612
C  2.209  0.746  1.932
N  1.231  -0.107  1.638
C  -2.132  -2.213  0.932
C  -1.931  -2.208  -0.558
C  -2.612  -3.115  -1.360
C  -2.416  -3.086  -2.729
C  -1.542  -2.142  -3.248
C  -0.926  -1.255  -2.388
N  -1.114  -1.279  -1.065
H  -0.722  -0.533  3.458
H  -1.959  -1.803  3.498
H  -3.465  -0.173  2.156
H  -3.124  0.194  3.834
H  -3.455  2.460  3.878
H  -2.761  4.739  3.191
H  -1.045  4.963  1.382
H  -0.162  2.915  0.325
H  -0.016  -2.978  2.564
H  0.288  -2.770  0.826
H  2.478  -2.874  3.047
H  4.367  -1.321  3.491
H  4.112  1.078  2.846
H  2.068  1.771  1.621
H  -2.145  -3.245  1.310
H  -3.119  -1.784  1.130
H  -3.294  -3.822  -0.914
H  -2.925  -3.787  -3.371
H  -1.343  -2.094  -4.305
H  -0.258  -0.498  -2.770
I  -1.570  2.731  -2.592
C  -3.630  2.562  -2.035
I  -4.016  0.855  -0.812
H  -4.220  2.467  -2.938
H  -3.906  3.446  -1.471
N  1.044  0.835  -0.993
C  1.941  0.675  -1.707
C  2.995  0.475  -2.594
C  2.964  1.106  -3.848
C  3.987  0.874  -4.744
C  5.036  0.027  -4.406
C  5.066  -0.598  -3.166
C  4.055  -0.380  -2.253
H  2.145  1.765  -4.092
H  3.966  1.352  -5.712
H  5.834  -0.145  -5.113
H  5.881  -1.261  -2.916
H  4.070  -0.861  -1.287

2S+1: 2
Kohn-Sham gap (spin up / spin down): 7.9 / 8.8 eV
Net charge: +2
Energy: -89703.8525 eV
HOMO level (spin up / spin down): -14.16 / -14.16 eV

Atom charges from the Löwdin analysis, given in e for atoms 1 to 5: 0.5586, -0.1398, -0.1058, -0.2804, 0.0116

***

No. 6
Molecular formula: C5H11NO
Method: DFT, the ωB97M-V functional and the def2-TZVPD basis

CARTESIAN COORDINATES (ANGSTROEM)
C  -0.687  1.523  0.508
C  0.294  0.834  -0.419
C  1.728  0.799  0.073
N  -0.021  -0.638  -0.462
C  -0.487  -1.533  0.763
C  -0.568  -1.303  -1.470
O  -0.943  -0.673  -2.426
H  -0.596  1.130  1.525
H  -0.460  2.584  0.526
H  -1.717  1.384  0.158
H  0.257  1.350  -1.399
H  2.377  0.280  -0.644
H  2.086  1.807  0.222
H  1.783  0.253  1.021
H  0.417  -1.723  1.311
H  -1.216  -0.983  1.347
H  -0.971  -2.547  0.601
H  -0.549  -2.435  -1.451

Kohn-Sham gap: 9.9 eV
Net charge: 0
SMILES: CC(C)N(C)C=O
Energy: -8899.7737 eV
HOMO level: -9.07 eV

Atom charges from the Löwdin analysis, given in e for atoms 1 to 5: -0.0639, -0.3694, -0.0654, -0.0847, -0.0146

***

No. 7
Molecular formula: C2H5IO3
Method: DFT, the ωB97M-V functional and the def2-TZVPD basis

CARTESIAN COORDINATES (ANGSTROEM)
C  1.448  0.723  0.513
C  0.697  -0.322  -0.210
O  -0.634  -2.086  -0.198
O  0.217  -1.289  0.426
O  -1.798  0.303  -0.645
I  -3.644  0.529  0.000
H  2.448  0.846  0.102
H  1.506  0.496  1.575
H  0.921  1.670  0.371
H  0.494  -0.198  -1.271
H  -1.655  -0.673  -0.664

Kohn-Sham gap: 8.7 eV
Net charge: 0
Energy: -16392.8262 eV
HOMO level: -9.23 eV

Atom charges from the Löwdin analysis, given in e for atoms 1 to 5: -0.0090, -0.1349, -0.1737, -0.0682, -0.8151